(1)
Formula: C25H35BrN4O2PtS2
Source: the OMol25 dataset
Level of theory: wB97M-V/def2-TZVPD

```
70
Properties=species:S:1:pos:R:3:forces:R:3
Pt -2.238 -0.151 0.189 -1.550 -0.316 0.143
N -2.452 1.843 1.124 0.524 -0.527 -0.098
C -3.709 1.945 1.894 -0.231 -0.010 0.004
C -4.849 1.354 1.079 0.087 0.120 0.175
N -4.545 -0.011 0.599 0.305 -0.101 -0.252
C -4.957 -1.128 1.468 0.008 -0.055 0.184
C -3.927 -1.394 2.546 -0.153 0.009 -0.055
N -2.613 -1.633 1.905 0.360 0.296 -0.204
H -1.645 2.069 1.697 -0.052 0.150 0.023
H -2.465 2.494 0.344 0.064 0.135 0.065
H -3.947 2.983 2.130 0.053 0.026 -0.007
H -3.576 1.423 2.838 0.059 0.013 -0.014
H -5.030 1.984 0.206 -0.015 -0.035 -0.030
H -5.760 1.363 1.680 -0.045 -0.038 -0.052
H -4.988 -0.132 -0.305 -0.037 0.016 -0.002
H -5.065 -2.015 0.841 -0.009 0.016 -0.025
H -5.929 -0.934 1.928 -0.013 0.032 -0.042
H -4.238 -2.255 3.138 0.044 -0.016 0.023
H -3.834 -0.550 3.224 0.038 -0.033 0.022
H -2.623 -2.546 1.462 0.059 -0.087 0.102
H -1.874 -1.640 2.601 0.007 -0.074 0.018
O 1.303 0.241 2.183 0.122 -0.259 0.087
S 2.463 -0.471 2.763 0.174 1.192 -0.197
C 3.449 -1.195 1.371 0.193 -0.416 -0.040
C 2.982 -0.752 -0.019 -0.398 -0.024 0.081
C 1.808 -1.589 -0.563 0.074 0.433 0.165
C 1.518 -1.323 -2.040 0.096 -0.245 -0.169
S 0.309 0.068 -2.394 0.379 0.344 0.070
O -0.148 0.701 -1.127 0.360 -0.125 0.001
C 1.370 1.174 -3.284 -0.289 -0.415 0.333
C 1.694 0.802 -4.615 0.238 0.005 -0.159
C 2.583 1.573 -5.313 -0.180 -0.027 0.032
C 3.082 2.751 -4.718 -0.001 0.084 -0.099
C 2.743 3.112 -3.387 -0.156 -0.002 0.105
C 1.845 2.356 -2.682 0.013 0.169 -0.099
C 3.594 0.716 3.468 -0.146 -0.777 -0.052
C 3.615 2.048 3.019 -0.116 0.034 0.019
C 4.611 2.861 3.498 0.126 -0.065 0.210
C 5.496 2.388 4.493 -0.136 -0.077 0.051
C 5.449 1.056 4.946 -0.112 0.285 -0.051
C 4.469 0.226 4.464 0.067 -0.070 -0.141
H 3.365 -2.277 1.481 -0.007 0.011 0.081
H 4.482 -0.920 1.571 -0.007 0.024 -0.009
H 3.842 -0.902 -0.676 0.059 0.072 0.031
H 2.731 0.311 -0.023 0.047 -0.004 -0.026
H 0.914 -1.439 0.046 -0.017 0.009 0.000
H 2.079 -2.645 -0.494 -0.072 -0.039 -0.074
H 1.039 -2.176 -2.520 0.016 -0.026 0.052
H 2.439 -1.096 -2.575 -0.067 -0.011 -0.113
H 1.254 -0.073 -5.080 -0.013 -0.028 0.098
H 2.861 1.306 -6.325 0.031 0.071 -0.005
H 3.694 3.423 -5.308 0.102 -0.055 0.057
H 3.179 3.992 -2.934 0.025 0.044 -0.102
H 1.526 2.633 -1.686 0.005 -0.075 0.010
H 2.904 2.410 2.289 -0.026 -0.101 -0.007
H 4.713 3.867 3.114 0.002 0.037 0.108
H 6.194 3.077 4.955 0.104 -0.031 -0.150
H 6.148 0.696 5.689 -0.002 0.083 0.029
H 4.384 -0.787 4.840 -0.041 -0.009 -0.073
Br -3.262 0.595 -2.481 -0.024 -0.106 -0.367
C -3.003 -1.296 -2.506 0.033 0.105 0.112
C -3.400 -2.035 -3.599 -0.070 -0.048 -0.060
C -3.199 -3.409 -3.548 0.030 0.053 0.048
C -2.598 -3.964 -2.425 -0.048 -0.035 -0.023
C -2.237 -3.134 -1.381 0.053 -0.053 0.095
N -2.436 -1.806 -1.408 0.031 0.501 0.138
H -3.866 -1.561 -4.452 0.005 0.003 0.021
H -3.514 -4.035 -4.373 0.015 0.006 -0.010
H -2.428 -5.030 -2.355 0.008 0.016 0.029
H -1.774 -3.537 -0.488 0.015 0.020 -0.015
```
Positions in Å, forces in eV/Å.

Output
multiplicity	5
total charge	+4
energy above the lowest of the compared OMol25 structures with the same formula, charge and spin	99.3	kcal/mol
HOMO-LUMO gap (spin up / spin down)	8.17 / 4.88	eV
energy	-4831.2541	Ha
HOMO level (spin up / spin down)	-18.61 / -19.38	eV
expectation value of S²	6.04

---

(2)
Formula: C25H35Cl5N6NiO
Source: the OMol25 dataset
Level of theory: wB97M-V/def2-TZVPD

```
73
Properties=species:S:1:pos:R:3:forces:R:3
Ni -0.182 0.338 1.100 -0.437 -0.179 0.320
Cl 2.936 0.056 0.636 -0.003 0.055 0.122
C 2.373 -0.390 2.251 -0.072 -0.077 -0.023
C 0.989 -0.333 2.504 0.354 0.408 -0.431
C 0.672 -0.745 3.800 0.050 -0.051 0.020
Cl -1.015 -0.725 4.303 0.001 -0.068 0.046
C 1.592 -1.165 4.758 0.026 0.022 -0.088
Cl 1.094 -1.643 6.342 0.002 -0.023 0.037
C 2.945 -1.191 4.434 0.039 -0.022 0.086
Cl 4.114 -1.698 5.599 0.008 -0.014 -0.010
C 3.344 -0.796 3.156 -0.134 -0.003 0.024
Cl 5.020 -0.826 2.747 0.065 0.000 -0.020
C 0.744 3.201 1.240 -0.066 0.074 0.178
N 0.091 3.515 -0.021 -0.063 -0.162 -0.042
C 0.985 4.118 -1.000 0.025 -0.008 0.007
C -1.008 2.842 -0.449 -0.012 0.081 0.073
N -1.377 1.700 0.087 0.208 0.248 0.112
C -2.679 1.247 -0.007 -0.081 0.198 -0.125
C -3.770 1.369 -0.810 0.368 -0.046 0.107
C -4.909 0.518 -0.750 -0.238 -0.064 -0.022
C -4.954 -0.788 -0.323 -0.104 0.044 -0.106
C -3.884 -1.570 0.166 0.211 0.054 0.268
C -2.733 -1.012 0.671 0.114 0.013 -0.434
N -1.430 -1.305 0.647 -0.172 -0.390 0.124
C -0.975 -2.530 0.515 -0.177 0.027 -0.126
N -1.656 -3.624 1.006 0.278 -0.028 0.203
C -2.277 -3.582 2.315 -0.052 0.014 -0.020
C -1.406 -4.956 0.501 -0.058 -0.059 -0.052
N 0.163 -2.781 -0.207 -0.098 0.098 0.001
C 0.530 -1.794 -1.210 0.082 0.171 -0.039
C 1.282 -3.422 0.476 0.002 -0.088 0.051
N -1.762 3.459 -1.446 0.104 -0.153 0.004
C -1.747 2.843 -2.759 -0.106 -0.062 -0.050
C -2.008 4.885 -1.427 0.024 0.062 0.011
H 1.300 4.086 1.557 -0.059 0.053 0.002
H 1.433 2.363 1.146 0.032 -0.108 -0.007
H 0.003 2.934 1.992 0.075 -0.003 -0.078
H 1.513 4.952 -0.538 -0.029 0.013 -0.008
H 0.446 4.489 -1.864 -0.034 -0.017 -0.046
H 1.728 3.388 -1.340 0.005 0.004 0.042
H -3.782 2.146 -1.554 0.101 0.035 -0.109
H -5.797 0.888 -1.249 -0.017 0.041 0.062
H -5.887 -1.310 -0.503 0.003 -0.021 0.012
H -3.939 -2.649 0.101 0.054 0.005 -0.076
H -2.227 -2.577 2.718 0.024 0.054 0.026
H -1.746 -4.244 3.006 -0.011 -0.007 0.000
H -3.322 -3.899 2.261 -0.003 0.007 0.003
H -1.097 -4.908 -0.540 0.017 -0.004 0.014
H -2.334 -5.527 0.571 -0.013 -0.004 -0.027
H -0.643 -5.498 1.071 -0.041 -0.005 0.019
H -0.260 -1.723 -1.958 -0.022 0.026 0.015
H 1.448 -2.123 -1.696 -0.024 -0.050 -0.023
H 0.706 -0.802 -0.776 -0.012 -0.069 0.003
H 0.924 -4.208 1.138 0.025 0.047 0.007
H 1.848 -2.707 1.075 0.026 0.055 -0.013
H 1.944 -3.872 -0.264 -0.012 -0.013 0.003
H -1.628 1.765 -2.663 0.021 -0.007 0.002
H -0.926 3.238 -3.372 -0.025 -0.021 -0.006
H -2.684 3.035 -3.287 -0.001 0.020 0.023
H -1.857 5.271 -0.421 0.000 0.001 0.006
H -3.045 5.070 -1.719 0.001 0.010 -0.002
H -1.367 5.451 -2.114 0.029 -0.027 -0.011
C -4.275 -0.132 3.066 0.044 -0.022 0.014
C -3.314 0.854 2.463 0.248 0.075 0.139
C -3.873 2.243 2.323 -0.004 0.023 0.019
O -2.926 0.364 1.075 -0.387 -0.198 -0.049
H -4.423 0.153 4.109 0.005 0.021 -0.018
H -3.873 -1.142 3.056 -0.012 -0.029 0.010
H -5.234 -0.119 2.550 -0.013 -0.024 -0.013
H -2.357 0.853 2.984 -0.075 0.058 -0.102
H -4.812 2.242 1.770 0.008 0.023 -0.029
H -3.164 2.920 1.851 -0.002 0.017 -0.007
H -4.060 2.615 3.332 -0.011 -0.033 0.002
```
Positions in Å, forces in eV/Å.

Output
energy above the lowest of the compared OMol25 structures with the same formula, charge and spin	163.8	kcal/mol
HOMO-LUMO gap (spin up / spin down)	4.26 / 4.26	eV
energy	-5186.4182	Ha
HOMO level (spin up / spin down)	-4.33 / -4.33	eV

---

(3)
Formula: C25H35N5O3
Source: the OMol25 dataset
Level of theory: wB97M-V/def2-TZVPD

```
68
Properties=species:S:1:pos:R:3:forces:R:3
C -1.426 -0.388 -5.612 0.173 -0.078 0.261
C -1.029 -0.274 -4.143 -0.248 0.085 -0.042
C -0.991 1.190 -3.714 0.103 -0.266 0.003
C -2.014 -1.086 -3.293 0.356 -0.134 -0.523
N -1.559 -1.284 -1.920 -0.417 0.518 0.072
C -0.722 -2.324 -1.708 0.130 -0.242 0.525
O -0.249 -2.972 -2.623 0.128 -0.211 -0.169
C -0.335 -2.601 -0.259 -0.038 -0.258 -0.065
N 0.750 -1.709 0.133 0.131 -0.340 0.036
C 0.975 -1.736 1.568 -0.088 0.034 0.036
C 2.148 -0.890 1.955 0.019 -0.104 -0.107
C 3.055 -0.446 1.087 -0.296 -0.114 -0.008
C 4.189 0.392 1.502 0.222 0.170 0.181
C 4.674 1.399 0.668 -0.079 -0.103 0.028
C 5.737 2.191 1.062 0.078 0.100 -0.018
C 6.342 1.988 2.290 0.047 0.046 0.008
C 5.877 0.985 3.123 0.036 0.043 0.086
C 4.812 0.195 2.734 -0.036 -0.007 -0.062
C 2.936 -0.797 -0.374 -0.154 -0.283 0.055
C 2.001 -1.988 -0.561 0.236 0.184 -0.236
C -2.253 -0.560 -0.911 0.199 -0.140 0.066
C -1.671 0.491 -0.233 0.004 -0.310 -0.488
N -0.356 0.777 -0.414 -0.297 0.472 0.144
N -2.425 1.294 0.595 0.128 0.051 -0.021
C -1.910 2.525 1.187 0.012 0.463 0.389
C -1.251 2.386 2.577 0.067 -0.203 -0.095
C -1.994 1.370 3.440 -0.006 0.306 -0.014
C 0.242 2.060 2.534 -0.287 0.159 0.129
C -3.783 1.067 0.793 -0.054 -0.122 -0.133
O -4.474 1.804 1.460 -0.207 0.160 0.186
N -4.281 -0.050 0.193 -0.410 -0.219 -0.038
C -3.632 -0.907 -0.701 0.189 0.254 0.290
O -4.236 -1.831 -1.205 -0.035 -0.119 -0.117
H -1.403 -1.425 -5.935 -0.029 -0.123 -0.103
H -0.741 0.181 -6.236 0.027 0.064 -0.110
H -2.432 0.000 -5.764 -0.150 0.064 -0.067
H -0.036 -0.713 -4.013 -0.034 -0.034 0.012
H -0.668 1.284 -2.682 0.013 0.100 0.042
H -0.299 1.748 -4.343 0.068 0.120 -0.053
H -1.978 1.638 -3.815 -0.152 0.104 -0.028
H -2.131 -2.076 -3.740 -0.094 0.123 0.030
H -2.988 -0.595 -3.268 0.001 -0.016 0.027
H -1.191 -2.423 0.396 0.103 -0.036 0.012
H -0.039 -3.658 -0.187 -0.055 0.093 -0.053
H 1.149 -2.768 1.929 -0.108 0.035 -0.053
H 0.070 -1.374 2.069 0.034 -0.019 -0.004
H 2.219 -0.655 3.007 0.095 0.101 0.131
H 4.209 1.575 -0.290 -0.041 -0.006 -0.117
H 6.095 2.970 0.405 0.023 0.061 -0.047
H 7.175 2.605 2.594 0.071 0.045 0.019
H 6.351 0.813 4.079 0.039 -0.022 0.071
H 4.471 -0.599 3.381 -0.030 -0.094 0.044
H 2.547 0.061 -0.932 0.072 0.018 -0.107
H 3.922 -1.034 -0.776 0.004 0.058 -0.042
H 2.475 -2.900 -0.167 -0.036 -0.028 -0.029
H 1.793 -2.148 -1.620 0.037 -0.048 0.068
H 0.049 1.459 0.205 0.016 -0.054 -0.007
H 0.224 -0.060 -0.540 -0.067 0.095 0.189
H -1.236 3.015 0.481 -0.061 -0.032 -0.025
H -2.793 3.160 1.307 0.241 -0.077 -0.126
H -1.353 3.371 3.045 -0.024 -0.020 -0.071
H -1.597 1.377 4.452 0.056 -0.050 0.109
H -1.880 0.365 3.037 0.014 -0.138 -0.029
H -3.053 1.607 3.480 -0.104 -0.057 0.061
H 0.783 2.756 1.893 0.132 0.043 -0.108
H 0.660 2.151 3.534 0.110 -0.021 0.081
H 0.426 1.042 2.199 0.043 -0.103 -0.052
H -5.265 -0.234 0.354 0.181 0.066 -0.024
```
Positions in Å, forces in eV/Å.

Output
energy above the lowest of the compared OMol25 structures with the same formula, charge and spin	38.3	kcal/mol
HOMO-LUMO gap	8.98	eV
SMILES string	CC(C)CN(C(=O)CN1CC=C(c2ccccc2)CC1)c1c(N)n(CC(C)C)c(=O)[nH]c1=O
energy	-1473.2214	Ha
HOMO level	-8.48	eV

---

The lowest energy above the lowest of the compared OMol25 structures with the same formula, charge and spin belongs to which entry?
C25H35N5O3

---

Which of these has the highest energy?
C25H35N5O3

---

Which formula does entry 3 have?
C25H35N5O3